10
Properties=species:S:1:pos:R:3 method="wB97M-V/def2-TZVPD" e_tot_ha=-544.98925 homo_energy_ha=-0.361 e_lumo_ev=0.1 max_force_ev_per_a=9.74 spin_multiplicity=1 relative_energy_kj_mol=335.5 homo_lumo_gap_ev=9.87 smiles="FC1=NC(F)(F)CO1"
F 0.2583 2.1246 -1.1136
F 0.3618 2.0586 1.0781
F -3.6450 0.0972 -0.0683
O -1.4270 -0.5526 -0.0070
N -1.7583 1.8821 0.0104
C -0.1610 0.0565 0.1493
C -0.3643 1.5924 0.0031
C -2.3626 0.3039 -0.0740
H 0.4108 -0.5140 -0.7920
H 0.3244 -0.1173 1.0798


59
Properties=species:S:1:pos:R:3 method="wB97M-V/def2-TZVPD" e_tot_ha=-2515.84668 homo_energy_ha="-0.284 / -0.284" e_lumo_ev="-2.8 / -2.5" max_force_ev_per_a=4.13 s_squared=0.841 spin_multiplicity=2 homo_lumo_gap_ev="4.92 / 5.23"
Ir 0.4438 -0.2962 0.3614
S 1.9219 1.8934 -3.6486
S 2.4144 0.4953 -1.1221
O 2.2150 -3.8226 0.5969
O 0.4285 0.4963 2.5273
O -0.2573 -1.1662 -2.0705
O 0.1139 -0.4020 4.5474
O -1.7270 -0.1126 0.7453
N 0.8794 -2.3125 -0.4989
N 1.6882 -1.2998 3.1756
N 2.1450 -1.3546 1.8620
N 0.3403 2.1190 -1.5515
N -0.2085 1.7391 -0.4238
C -1.7407 2.1998 1.3634
C 0.3513 -3.8022 -3.8011
C 0.8655 -5.0229 -4.2331
C -1.2287 0.8395 -7.0369
C 1.5612 -3.4812 -0.3750
C -0.4565 1.9363 -5.0403
C -3.5763 1.4524 3.3666
C 1.9000 -5.4363 -2.0827
C 1.6250 -5.8211 -3.3931
C -1.4575 1.3010 -4.3163
C -2.1425 0.8098 1.5022
C -2.2194 3.1270 2.3081
C -0.9033 2.6028 0.2906
C 0.3246 -2.1901 -1.7361
C 0.6289 -3.4195 -2.5072
C -2.3357 0.4417 -4.9492
C -3.1120 0.5051 2.5058
C 0.6342 -0.3201 3.4594
C 1.3955 -4.2274 -1.6580
C -2.2187 0.2033 -6.3075
C -3.1077 2.7739 3.2869
C -0.7792 4.0533 -0.0850
C 0.5160 2.8441 -4.3619
C -0.3496 1.7002 -6.4061
C 1.3919 1.5381 -2.0373
H -3.1071 -0.0470 -4.3760
H 0.6779 -5.3534 -5.2437
H -1.5434 1.4714 -3.2549
H 0.0746 3.3996 -3.5385
H -4.2919 1.1883 4.1304
H -3.4380 -0.5227 2.5613
H 0.2135 4.4106 0.1858
H -1.1390 0.6607 -8.0973
H 2.9709 -0.7727 1.7468
H 0.4236 2.1956 -6.9749
H -0.8792 4.1464 -1.1663
H -2.9019 -0.4742 -6.7963
H -0.2319 -3.1699 -4.4530
H 2.2970 -2.3211 1.5234
H 1.5009 -2.2071 3.5877
H 0.9929 3.5229 -5.0669
H 2.0224 -6.7545 -3.7662
H -1.8535 4.1416 2.2894
H -1.5356 4.6687 0.3876
H 2.4991 -6.0574 -1.4343
H -3.4511 3.5092 3.9963


16
Properties=species:S:1:pos:R:3 method="wB97M-V/def2-TZVPD" e_tot_ha=-230.11940 homo_energy_ha=-0.526 e_lumo_ev=-3.2 max_force_ev_per_a=5.36 charge=+1 spin_multiplicity=1 relative_energy_kj_mol=165.4 homo_lumo_gap_ev=11.06 smiles=CNCC[NH3+]
N -0.8778 -0.0969 -0.7194
N 1.6794 0.3527 -0.2995
C -1.5979 0.9440 -0.0807
C 1.0652 -0.4613 0.7883
C -0.2569 -1.0877 0.0570
H -1.5448 -0.3607 -1.4204
H 2.3117 0.9967 0.1030
H 1.7307 -1.3485 1.1209
H -0.6916 -1.7064 0.8355
H 1.9892 -0.1206 -1.0806
H 0.6256 0.7650 -0.6308
H 0.2446 -1.8163 -0.5979
H -2.1678 1.5185 -0.8214
H -2.3700 0.5203 0.6242
H 0.8651 0.2006 1.6578
H -1.0045 1.7005 0.4641


79
Properties=species:S:1:pos:R:3 method="wB97M-V/def2-TZVPD" e_tot_ha=-1909.48857 homo_energy_ha="-0.428 / -0.460" e_lumo_ev="-6.9 / -6.6" max_force_ev_per_a=5.21 s_squared=6.059 charge=+2 spin_multiplicity=5 relative_energy_kj_mol=424.1 homo_lumo_gap_ev="4.78 / 5.91"
Ru -1.7371 -2.4948 -3.3765
P -0.4587 -2.3942 -5.0222
P -0.0220 1.3137 -5.4921
O -1.0170 1.4202 1.9451
C 0.0346 3.1617 3.1940
C 0.6137 2.4581 -2.5005
C -0.8617 3.9284 0.9176
C 0.7985 3.4589 4.3088
C -1.8015 -3.6845 -5.2346
C -0.7809 0.4734 -3.3566
C 2.8421 1.3832 -2.7565
C -0.6591 2.2640 -1.7521
C 1.8171 0.7179 -3.5317
C 1.1840 2.4774 5.2164
C -1.3394 5.2653 2.9592
C -0.5098 -2.9717 -1.6625
C 0.5391 1.3631 -3.5966
C 0.0866 -0.0292 -6.6972
C 2.0368 2.3037 -1.8157
C 0.7876 1.1476 5.0348
C 1.2215 -2.9298 -5.3758
C -0.3466 4.3207 2.2836
C -0.8191 -1.2340 -6.4627
C 0.3742 -1.7177 4.3862
C 1.1918 2.6361 -5.7925
C -0.3743 1.7713 2.9450
C -1.6527 2.1506 -5.4534
C -1.6037 1.3516 -2.3662
C -1.9412 -0.7517 4.3907
C 0.0083 0.7760 3.9549
C -0.5378 -0.6442 3.7939
H 1.0860 0.3870 5.7602
H -2.2717 4.7291 3.1720
H 1.9752 1.8129 -0.8381
H -0.0762 3.3493 0.4228
H -2.7134 -3.2834 -5.6776
H -2.3509 -1.7541 4.2264
H -1.7697 3.3252 0.9850
H 0.5991 3.5073 -2.8831
H -1.0701 2.9560 -1.0311
H -2.0300 -4.0615 -4.1609
H -0.0776 -2.0601 -1.2369
H 1.9397 -2.1026 -5.4756
H -1.8766 -0.9185 -6.3060
H 3.5300 1.9382 -3.3705
H -2.4740 1.4395 -5.3568
H -0.7942 -0.6107 -3.0124
H 0.0293 -3.8494 -1.2541
H -2.4475 1.9564 -2.8470
H -1.0631 4.8202 0.3099
H -2.1927 0.7519 -1.6183
H 2.5552 3.2806 -1.6438
H 0.4199 -1.6359 5.4797
H -1.7007 2.8393 -4.6124
H -0.4056 -3.1968 -2.9191
H 1.7921 2.7454 6.0779
H 1.2047 3.2933 -4.8960
H 1.9418 -0.3454 -3.7637
H -0.8284 -1.9530 -7.3144
H 2.2169 2.2092 -5.8914
H -0.0187 -2.7099 4.1343
H 1.3858 -1.6402 3.9788
H 0.5863 4.8791 2.1152
H -1.5044 -3.1288 -1.2401
H 0.9838 3.2519 -6.6821
H -1.4937 0.4131 -4.2298
H -1.9069 -0.5628 5.4710
H -0.6181 -0.8146 2.7123
H 1.0999 4.4968 4.4648
H -0.9279 5.6507 3.8969
H -0.1908 0.3569 -7.6941
H -1.5679 6.1080 2.3004
H -1.3330 -4.5212 -5.7617
H -2.6059 -0.0201 3.9274
H 1.2920 -3.5441 -6.2922
H 3.4580 0.7317 -2.1436
H 1.1368 -0.3553 -6.8359
H 1.5645 -3.5543 -4.5373
H -1.9178 2.7001 -6.3686


77
Properties=species:S:1:pos:R:3 method="wB97M-V/def2-TZVPD" e_tot_ha=-9037.17728 homo_energy_ha="-0.022 / -0.022" e_lumo_ev="2.9 / 3.3" max_force_ev_per_a=4.29 charge=-2 spin_multiplicity=1 relative_energy_kj_mol=1053.4 homo_lumo_gap_ev="3.50 / 3.91"
Te -0.9983 6.1275 0.1427
Te 0.1663 5.5548 2.4842
Te -1.4913 3.4079 -0.3703
Te 1.0576 2.5880 1.3592
Br -6.3160 -2.9714 3.4311
Br 3.0157 1.9682 -6.5324
Sc -0.1952 0.2104 -0.0858
O -0.5867 -3.2905 -6.3074
O -2.1681 -1.1612 -0.4841
O -0.9988 1.1000 -1.3814
O 0.4519 -5.2046 -5.9464
O -1.9076 -0.4937 1.9315
O 1.9741 -0.0989 -4.4274
O 0.3933 -0.7933 -1.8022
N -5.1849 -3.7430 -1.8811
N -2.9864 -3.4095 -2.1399
N 1.5348 -2.2684 -0.4171
N 1.4490 -0.4482 1.7081
C -4.0851 -2.5746 -0.0449
C -5.0822 -2.9287 0.8775
C 1.4090 -4.4064 -3.3968
C -4.1060 -3.2209 -1.3636
C -1.6957 -0.2018 3.3175
C 3.2214 -1.7023 2.7990
C 0.0756 -2.3782 -3.6276
C 1.8111 -4.0714 -2.1408
C 0.5202 -3.6140 -4.1807
C 2.3343 -1.5421 1.6591
C -4.9974 -2.4597 2.1616
C -3.3997 -4.1264 -3.2487
C 1.4816 3.0056 -2.7816
C 0.1609 -4.1173 -5.4859
C -4.7753 -4.3135 -3.0729
C 2.5218 4.3051 -5.0147
C 1.5805 4.3925 -2.7795
C -4.8369 -5.5069 -5.1254
C -2.9989 -1.2551 1.6710
C 1.4556 0.3326 2.8108
C 1.8282 0.7767 -3.6590
C -3.4520 -5.3202 -5.2768
C -2.7062 -4.6310 -4.3414
C -3.9474 -1.6486 2.5925
C 2.2796 0.2287 3.9022
C 1.9255 2.2687 -3.8836
C 2.1006 5.0218 -3.8952
C 3.1926 -0.8688 3.8708
C 2.3717 -2.4652 0.6323
C -3.0981 -1.6978 0.3488
C 2.4284 2.9271 -5.0052
C 0.3866 -2.1169 -2.3231
C 1.3008 -2.8698 -1.5272
C -5.5134 -5.0131 -4.0282
H -2.9488 -5.7264 -6.1445
H -2.5396 0.3663 3.7121
H 1.0427 2.4864 -1.9420
H -5.3791 -6.0565 -5.8850
H 3.8723 -1.0278 4.7043
H 1.2277 4.9573 -1.9251
H -1.5551 -1.1343 3.8673
H 0.6134 1.3575 2.6387
H 2.2363 0.9258 4.7262
H 1.7725 -5.3140 -3.8636
H 2.1762 6.1031 -3.9106
H -0.4905 -0.4243 -1.9972
H -0.6608 -2.4195 -5.9026
H -0.7785 0.3796 3.3814
H -1.6409 -4.5024 -4.4641
H 3.0812 -3.2928 0.6871
H -2.0091 -3.2425 -1.9153
H -0.6182 -1.7341 -4.1612
H -3.9031 -1.3389 3.6240
H -2.3270 -1.3795 -1.4125
H 2.5260 -4.6876 -1.6097
H 2.9182 4.8121 -5.8835
H -5.8665 -3.5980 0.5591
H 3.9139 -2.5361 2.7568
H -6.5775 -5.1609 -3.8970


12
Properties=species:S:1:pos:R:3 method="wB97M-V/def2-TZVPD" e_tot_ha=-660.67001 homo_energy_ha=-0.414 e_lumo_ev=-2.6 max_force_ev_per_a=4.39 spin_multiplicity=1 relative_energy_kj_mol=124.2 homo_lumo_gap_ev=8.62
O 0.4474 -2.4032 0.2205
N 0.5221 0.6115 -3.3497
N -0.9964 0.7320 1.0713
N 0.8872 0.9648 -1.3014
N 0.1363 -0.4502 -2.7558
N 0.3657 -0.2290 -1.4838
N -0.1985 -0.6659 2.5810
N 0.9852 1.4812 -2.4691
N -0.3225 -0.4345 1.2226
N -1.2478 1.1451 2.2166
N -0.7458 0.2953 3.1340
C 0.1276 -1.2958 0.3194